[1]
Below is C27H28N5O14S2 as an isolated structure at a distorted geometry, with properties calculated with the ωB97M-V functional and the def2-TZVPD basis.

```
76
Properties=species:S:1:pos:R:3:forces:R:3
C 3.946 3.795 -0.111 0.5377 -0.2978 0.0632
C 4.250 2.257 -0.051 0.2100 1.0236 0.5153
O 4.447 1.682 -1.334 -0.5403 0.0206 0.3793
C 3.186 1.490 0.809 1.5273 0.1768 0.4150
O 2.500 0.450 0.106 -1.6186 1.8053 -0.1287
S 1.143 0.983 -0.656 -4.1925 -2.1583 -3.5080
O 1.445 1.503 -2.028 0.5052 0.1049 3.1650
O 0.287 -0.236 -0.825 2.1089 1.6163 0.9245
N 0.296 2.071 0.303 0.3398 -0.8012 -1.7403
S -1.342 2.023 -0.044 -1.3646 0.3615 3.3981
O -2.020 0.903 0.671 1.2482 1.4471 -1.7651
O -1.955 3.334 0.321 1.6156 -1.9032 -1.0516
H 3.520 4.092 -1.082 -0.1666 -0.2364 0.4659
H 3.306 4.086 0.739 0.0450 -0.0128 -0.5260
H 4.890 4.362 0.013 -0.3696 -0.2483 -0.1609
H 5.220 2.180 0.483 -0.5504 -0.1715 0.0497
H 5.381 1.772 -1.494 0.4307 -0.0893 -0.3550
H 2.521 2.213 1.304 -0.1669 -0.4487 -0.4370
H 3.749 0.988 1.615 -0.3963 -0.0588 -0.3929
H -1.606 1.879 -1.391 0.7043 -0.1704 0.5365
C -1.314 3.822 -5.534 0.0508 0.0112 0.0377
C -1.186 4.973 -6.304 0.0877 -0.0924 0.1436
C -0.132 5.846 -6.080 -0.0773 0.0911 -0.1512
C 0.789 5.551 -5.085 -0.5488 -0.4851 -0.1015
C 0.668 4.408 -4.307 0.1624 -0.0526 0.1874
C -0.392 3.541 -4.534 -0.0922 0.0849 -0.1485
N 1.914 6.458 -4.863 0.0509 0.0247 0.0503
O 1.980 7.458 -5.549 -0.0289 0.2368 -0.1999
O 2.722 6.163 -4.011 0.1608 -0.0869 0.1951
H -2.136 3.141 -5.715 0.0141 0.0204 0.0159
H -1.908 5.189 -7.081 0.0279 0.0304 0.0122
H -0.039 6.739 -6.682 0.1479 0.0094 0.1077
H 1.382 4.178 -3.527 0.0336 0.0767 -0.0521
H -0.486 2.647 -3.931 0.0951 0.0333 0.0227
C -3.139 0.653 3.516 0.1053 -0.0905 0.0987
C -4.213 1.176 2.806 -0.1200 -0.0108 0.1420
C -5.355 1.589 3.479 0.0232 -0.0122 -0.0707
C -5.406 1.477 4.863 0.4663 -0.1547 -0.3104
C -4.342 0.950 5.582 0.1137 -0.0537 0.1690
C -3.206 0.537 4.901 -0.2149 0.0946 -0.1872
N -6.596 1.932 5.577 0.0436 -0.0290 -0.0355
O -7.520 2.370 4.924 -0.2096 0.0881 -0.1343
O -6.600 1.851 6.789 -0.0102 -0.0283 0.2784
H -2.249 0.338 2.987 -0.0765 0.0813 -0.1021
H -4.154 1.263 1.730 0.1233 0.0172 0.0432
H -6.186 1.995 2.921 -0.0520 0.0295 0.1646
H -4.385 0.860 6.658 -0.1627 0.0891 -0.0383
H -2.368 0.127 5.450 -0.0278 0.0145 0.0159
C 2.278 -4.598 1.664 0.2177 0.1006 0.0109
C 2.380 -3.470 0.859 0.2887 -0.0413 0.3060
C 3.431 -2.583 1.045 0.0869 0.1050 -0.0812
C 4.370 -2.837 2.037 -0.5448 -0.4121 -0.1582
C 4.271 -3.957 2.852 0.0697 -0.1301 0.1720
C 3.219 -4.839 2.661 -0.0692 0.0866 -0.1755
N 5.490 -1.917 2.223 -0.0219 0.0317 -0.0109
O 5.545 -0.935 1.513 -0.0003 0.2004 -0.1384
O 6.311 -2.185 3.078 0.1880 -0.0819 0.2135
H 1.461 -5.294 1.515 0.0067 0.0212 0.0466
H 1.644 -3.289 0.094 0.2830 0.2213 0.1208
H 3.501 -1.709 0.413 0.0913 0.0315 0.0973
H 5.000 -4.151 3.626 0.0576 0.1516 -0.0727
H 3.132 -5.717 3.287 0.0357 0.0298 0.0168
C -3.660 -6.977 -1.444 0.0184 0.0105 0.0059
C -3.663 -6.377 -0.190 0.1106 -0.0335 -0.1784
C -2.622 -5.539 0.183 -0.0845 0.0118 0.1381
C -1.587 -5.309 -0.712 -0.5098 -0.4122 -0.1878
C -1.569 -5.906 -1.963 0.0500 -0.0433 -0.1577
C -2.612 -6.745 -2.327 -0.0746 0.0397 0.1989
N -0.501 -4.407 -0.332 0.1034 0.3450 0.1215
O -0.542 -3.916 0.781 -0.1220 -0.1905 -0.3415
O 0.374 -4.201 -1.155 -0.4509 -0.2375 -0.0334
H -4.477 -7.626 -1.734 0.0231 0.0143 0.0096
H -4.480 -6.560 0.496 0.0322 0.0300 0.0099
H -2.631 -5.075 1.159 0.1493 0.0975 -0.0879
H -0.759 -5.726 -2.655 0.0421 0.1288 0.1456
H -2.611 -7.215 -3.302 0.0311 0.0288 0.0104
```
Forces are in eV/Å.

## Properties
Largest force on an atom   5.88 eV Å⁻¹
Frontier orbital gap   7.0809 eV
HOMO   -6.1 eV
Charge   -1



[2]
Below is C27H29BN2O3PtS as an isolated structure at a distorted geometry, with properties calculated with the ωB97M-V functional and the def2-TZVPD basis.

```
64
Properties=species:S:1:pos:R:3:forces:R:3
Pt -1.634 -0.277 -1.333 0.0786 -0.8070 -0.0825
S -1.983 1.272 3.031 0.0973 -0.1025 -0.2894
C -1.780 -0.443 3.265 0.0159 0.2670 -0.3826
C -1.793 -1.165 4.446 0.0177 -0.1796 0.1605
C -1.559 -2.529 4.382 -0.0282 0.2082 0.1009
C -1.297 -3.148 3.160 -0.0026 -0.0360 -0.1092
C -1.287 -2.427 1.981 -0.0212 0.0008 -0.1579
C -1.556 -1.059 2.021 -0.0081 -0.3538 0.6467
N -1.594 -0.203 0.953 -0.1826 1.0863 -0.6740
C -1.765 1.056 1.304 0.0664 -1.1382 0.8134
C -1.770 2.111 0.343 -0.1177 1.3641 -0.9376
C -1.792 3.472 0.694 0.0252 -0.5786 0.3122
C -1.842 4.434 -0.288 -0.0002 0.2960 -0.0645
C -1.830 4.066 -1.633 0.0483 -0.2934 -0.0483
C -1.736 2.724 -1.993 -0.0734 0.6868 0.1116
C -1.739 1.744 -1.017 -0.1825 -0.2286 0.4912
H -1.970 -0.671 5.393 0.0062 -0.0319 0.0016
H -1.561 -3.111 5.294 -0.0023 -0.0120 -0.0151
H -1.092 -4.210 3.137 0.0170 0.0075 -0.0192
H -1.054 -2.889 1.029 -0.0309 -0.0168 0.0013
H -1.751 3.747 1.745 -0.0605 0.1432 -0.0529
H -1.873 5.482 -0.020 -0.0107 -0.0164 0.0214
H -1.891 4.831 -2.398 0.0693 0.0111 0.0063
H -1.667 2.453 -3.040 -0.0724 -0.0226 0.0043
C 6.154 2.067 -0.094 -0.0060 -0.0854 -0.0337
C 6.243 0.619 -0.579 0.0440 0.0114 -0.0448
C 7.070 0.593 -1.875 -0.0277 0.0228 0.0789
C 6.957 -0.198 0.507 -0.0229 0.0480 -0.0321
C 4.865 0.021 -0.870 0.0224 -0.0221 0.0041
C 4.769 -1.320 -1.253 0.0919 -0.0205 0.0053
C 3.561 -1.936 -1.563 -0.1647 -0.0371 -0.0310
C 2.425 -1.162 -1.479 0.0583 0.3332 0.0747
O 1.113 -1.490 -1.701 0.3029 -0.1718 -0.0075
B 0.367 -0.329 -1.426 -0.1985 -0.5177 -0.0400
O 1.241 0.704 -1.081 0.0778 0.3026 0.1347
C 2.502 0.171 -1.101 0.0906 -0.3089 -0.0871
C 3.699 0.784 -0.794 -0.2056 0.0617 0.0213
H 7.158 2.446 0.105 -0.0008 0.0033 0.0013
H 5.577 2.138 0.830 -0.0134 0.0455 -0.0132
H 5.698 2.712 -0.847 -0.0081 0.0276 0.0267
H 8.052 1.048 -1.718 -0.0085 -0.0132 0.0205
H 6.553 1.148 -2.659 0.0319 -0.0076 -0.0257
H 7.220 -0.429 -2.224 0.0068 -0.0014 -0.0285
H 7.933 0.241 0.724 0.0055 -0.0168 0.0014
H 7.114 -1.232 0.200 -0.0045 -0.0069 0.0079
H 6.369 -0.202 1.427 0.0160 -0.0213 0.0093
H 5.669 -1.920 -1.314 0.0122 0.0274 -0.0062
H 3.513 -2.976 -1.856 0.0076 0.0060 0.0044
H 3.694 1.823 -0.495 0.0566 -0.0100 -0.0153
C -6.488 0.166 -1.663 0.0337 0.0356 -0.0179
N -6.005 -0.934 -0.837 -0.0195 0.0309 -0.0864
C -6.910 -1.621 0.070 0.0789 -0.0439 0.0348
C -4.695 -1.234 -0.905 -0.1091 -0.0529 -0.0871
C -4.193 -2.369 -0.060 0.1506 0.0240 0.0285
O -3.955 -0.593 -1.663 0.1827 0.0696 0.2400
H -7.573 0.127 -1.717 -0.0022 -0.0323 0.0244
H -6.073 0.079 -2.665 -0.0137 0.0197 0.0041
H -6.180 1.131 -1.255 -0.0009 -0.0072 -0.0045
H -7.896 -1.174 -0.009 0.0008 0.0234 -0.0117
H -6.578 -1.532 1.106 -0.0261 -0.0029 -0.0010
H -6.995 -2.681 -0.176 -0.0322 0.0091 0.0074
H -4.783 -3.274 -0.202 -0.0550 0.0346 0.0241
H -4.216 -2.101 0.998 -0.0328 -0.0311 0.0184
H -3.160 -2.568 -0.339 0.0328 0.0209 -0.0364
```
Forces are in eV/Å.

## Properties
Largest force on an atom   1.66 eV Å⁻¹
Frontier orbital gap (alpha / beta)   5.4650 / 7.6509 eV
HOMO (alpha / beta)   -5.5 / -7.8 eV
<S²>   2.01
2S+1   3
Charge   0



[3]
Below is C27H29ClN5O2Pd as an isolated structure at a distorted geometry, with properties calculated with the ωB97M-V functional and the def2-TZVPD basis.

```
65
Properties=species:S:1:pos:R:3:forces:R:3
Pd 0.356 0.372 0.190 0.4588 0.3601 0.1126
Cl 4.789 -5.331 0.964 -0.0606 0.0420 -0.0302
C 3.597 -4.204 0.325 -0.0730 -0.0072 -0.0465
C 2.429 -4.702 -0.282 0.0436 0.0039 0.0499
C 1.490 -3.832 -0.766 0.0116 -0.0370 -0.0708
C 1.656 -2.399 -0.735 -0.0891 0.1204 0.1559
O 0.760 -1.629 -1.178 -0.0137 -0.1764 -0.0843
C 2.881 -1.926 -0.119 0.0851 0.0297 0.0214
C 3.196 -0.529 0.025 -0.0346 -0.1791 0.0799
N 2.505 0.464 -0.442 -0.0130 0.2641 -0.4573
C 3.053 1.719 -0.567 -0.0241 -0.0815 0.2077
C 4.348 1.930 -1.020 -0.0077 0.0671 -0.0095
C 4.856 3.228 -1.229 -0.0304 -0.1373 -0.0158
C 4.090 4.337 -0.995 -0.0522 -0.0124 0.0326
C 2.764 4.172 -0.522 -0.0749 -0.0527 0.0550
C 1.918 5.270 -0.238 0.1057 0.0145 -0.0740
C 0.660 5.052 0.235 -0.1034 0.0221 0.0722
C 0.229 3.722 0.433 -0.1333 0.0634 -0.0200
N 0.976 2.680 0.181 0.2081 -0.3182 -0.0928
C 2.239 2.875 -0.295 -0.0099 0.0573 0.0293
C 3.807 -2.854 0.408 -0.0307 0.1287 -0.0222
H 2.275 -5.775 -0.345 0.0189 0.0560 0.0075
H 0.571 -4.206 -1.212 0.0965 0.0668 0.0385
H 4.100 -0.300 0.605 0.0775 -0.0463 0.0100
H 4.954 1.064 -1.257 0.0180 0.0470 0.0063
H 5.871 3.346 -1.594 -0.0429 -0.0444 0.0229
H 4.479 5.338 -1.156 -0.0419 -0.0828 0.0183
H 2.285 6.278 -0.412 -0.0106 -0.0616 0.0193
H -0.014 5.873 0.452 0.0398 -0.0754 -0.0123
H -0.778 3.521 0.785 0.0175 0.0151 -0.0156
H 4.711 -2.479 0.879 -0.0503 -0.0267 -0.0218
N -1.527 1.514 -1.747 -0.0162 -0.1916 0.5821
C -2.695 2.104 -1.347 0.1217 -0.0524 -0.0376
C -3.074 2.104 0.011 -0.0583 0.0836 -0.1632
C -4.231 2.744 0.420 0.0106 0.0172 -0.0991
C -5.061 3.401 -0.488 0.0927 -0.0789 -0.0238
C -4.700 3.395 -1.831 0.0924 -0.0250 0.0091
C -3.540 2.765 -2.259 -0.0165 -0.0171 0.0338
H -1.369 1.357 -2.724 0.0301 -0.0329 -0.0973
H -0.930 0.953 -1.062 -0.7498 0.6282 -0.8521
H -2.446 1.575 0.714 0.0648 -0.0948 0.0980
H -4.498 2.725 1.470 0.0126 -0.0129 0.0233
H -5.966 3.895 -0.158 0.0215 -0.0085 -0.0054
H -5.329 3.898 -2.559 0.0374 -0.0313 0.0160
H -3.266 2.783 -3.310 -0.0331 -0.0011 0.0586
C 0.336 -1.659 2.404 -0.1817 -0.1210 0.0318
N -0.626 -2.583 1.823 -0.0257 -0.0412 -0.1098
C -0.345 -4.000 2.011 -0.1381 0.1909 0.0438
C -1.565 -2.081 0.972 -0.0121 0.1213 -0.0012
O -1.667 -0.885 0.704 0.2488 -0.0283 0.1802
N -2.454 -3.000 0.384 0.1484 -0.0838 -0.0374
C -3.369 -3.675 1.288 -0.0132 -0.0353 -0.0198
C -3.099 -2.467 -0.811 -0.0461 -0.0753 0.0344
H 1.309 -2.145 2.442 0.0466 -0.0190 0.0112
H 0.050 -1.336 3.408 -0.0433 -0.0132 0.0137
H 0.416 -0.777 1.745 0.1172 -0.0753 0.3951
H 0.730 -4.162 1.930 -0.0043 0.0013 -0.0257
H -0.833 -4.591 1.245 -0.0589 -0.0092 -0.0801
H -0.675 -4.345 2.999 -0.0089 0.0240 -0.0485
H -2.914 -3.810 2.268 0.0067 -0.0071 -0.0486
H -3.639 -4.660 0.898 -0.0075 0.0204 -0.0126
H -4.292 -3.094 1.420 0.0138 0.0050 0.0193
H -2.356 -1.981 -1.442 -0.0099 -0.0516 0.0759
H -3.882 -1.735 -0.574 0.0545 -0.0218 0.0156
H -3.547 -3.300 -1.361 0.0188 0.0176 0.0536
```
Forces are in eV/Å.

## Properties
Largest force on an atom   1.30 eV Å⁻¹
Frontier orbital gap (alpha / beta)   5.5467 / 5.5457 eV
HOMO (alpha / beta)   -2.8 / -2.8 eV
Energy relative to the best compared isomer or geometry (same formula, charge and spin)   47.3 kJ/mol
Charge   -1